[1]
The following is a quantum chemistry calculation of a structure of composition C20H40NOP3PmS at a distorted geometry, from OMol25.

Output
Charge: +3
E in a.u.: -2945.72423
Spin multiplicity: 5

Element x y z (Å)
Pm (1.095, -0.281, -0.905)
P (-1.341, -0.261, 1.186)
P (2.245, -2.397, 0.448)
P (-1.281, -1.697, -1.912)
H (1.374, 2.260, -2.435)
C (0.348, 1.948, -2.682)
C (-0.679, 2.222, -1.839)
H (-0.488, 2.736, -0.885)
C (-1.401, 0.658, 2.777)
C (-1.600, -1.936, 1.928)
C (-3.071, 0.119, 0.654)
C (3.766, -2.934, -0.437)
C (2.864, -2.226, 2.142)
C (1.378, -3.988, 0.551)
C (-2.525, -0.792, -2.927)
C (-2.275, -3.144, -1.343)
C (-0.384, -2.559, -3.256)
H (0.192, 1.372, -3.602)
H (-1.697, 1.848, -2.003)
H (-1.400, 1.737, 2.600)
H (-0.523, 0.399, 3.378)
H (-2.309, 0.393, 3.342)
H (-0.699, -2.202, 2.496)
H (-1.771, -2.694, 1.151)
H (-2.464, -1.915, 2.611)
H (-3.113, 1.173, 0.353)
H (-3.768, -0.035, 1.493)
H (-3.389, -0.499, -0.197)
H (4.275, -3.653, 0.208)
H (4.420, -2.051, -0.590)
H (3.567, -3.392, -1.412)
H (3.777, -2.817, 2.237)
H (2.125, -2.573, 2.856)
H (3.092, -1.175, 2.364)
H (2.094, -4.744, 0.892)
H (0.993, -4.266, -0.435)
H (0.542, -3.935, 1.253)
H (-2.672, -1.312, -3.884)
H (-2.165, 0.227, -3.127)
H (-3.482, -0.731, -2.393)
H (-2.669, -3.671, -2.226)
H (-3.117, -2.828, -0.707)
H (-1.631, -3.836, -0.783)
H (-1.122, -2.994, -3.938)
H (0.253, -3.347, -2.837)
H (0.246, -1.840, -3.800)
C (2.552, -1.167, -4.545)
C (3.796, -1.827, -4.499)
C (4.285, -2.395, -5.677)
C (3.609, -2.293, -6.894)
C (2.369, -1.639, -6.915)
C (1.845, -1.076, -5.731)
O (1.948, -0.615, -3.303)
H (2.724, -0.231, -2.829)
H (4.327, -1.897, -3.537)
H (5.255, -2.914, -5.663)
H (4.030, -2.712, -7.805)
H (1.811, -1.549, -7.863)
H (0.871, -0.572, -5.756)
S (3.375, 1.878, 2.346)
C (1.981, 2.857, 2.651)
C (1.020, 2.629, 1.685)
N (1.376, 1.673, 0.709)
C (2.631, 1.241, 0.916)
H (1.901, 3.539, 3.483)
H (0.053, 3.108, 1.666)
H (3.216, 0.696, 0.162)

Force components x, y, z for each atom (eV/Å):
-2.60 1.58 -0.07
-1.06 -0.45 0.97
0.94 -1.92 0.53
-0.72 -1.03 -1.24
-0.35 0.20 -0.29
-0.95 -0.35 0.78
0.92 -0.66 0.07
-0.20 -0.02 -0.61
0.43 0.28 -0.04
0.28 -0.11 -0.38
0.24 0.10 -0.52
0.19 0.90 -0.29
0.24 0.81 0.16
-0.45 -0.05 -0.22
0.14 0.49 0.23
0.02 0.17 0.50
0.39 0.33 -0.11
0.12 0.46 0.22
0.44 0.49 -0.12
-0.08 -0.17 0.14
-0.11 0.12 0.02
0.32 0.02 -0.31
-0.24 -0.05 -0.02
0.05 0.18 0.34
0.32 0.02 -0.26
-0.13 -0.20 0.03
0.34 -0.01 -0.26
0.05 0.21 0.29
0.05 0.04 -0.13
-0.08 -0.57 0.07
-0.09 0.08 0.17
-0.11 0.02 0.12
-0.11 -0.04 0.09
0.05 -0.33 0.10
-0.16 0.10 -0.06
0.06 -0.13 0.13
0.08 -0.03 -0.06
0.01 0.09 0.34
-0.27 -0.33 -0.11
0.25 0.04 -0.20
0.14 0.28 0.24
0.32 -0.19 -0.21
-0.26 0.11 -0.13
0.24 -0.05 0.10
-0.05 0.05 -0.20
-0.41 -0.56 0.05
0.59 -0.74 -0.44
-0.93 0.37 0.49
0.74 -0.07 0.07
-0.79 0.43 0.44
0.19 0.05 0.12
-0.51 0.18 -0.19
1.49 0.20 0.73
0.02 -0.13 -1.19
-0.06 -0.08 -0.61
-0.51 0.30 0.12
-0.09 0.05 0.25
0.30 -0.02 0.72
0.43 -0.16 -0.04
-0.64 0.22 -0.77
-0.34 -0.95 -1.43
1.00 -0.97 -0.09
1.42 0.22 0.41
-0.74 1.38 1.18
0.15 -0.06 0.09
0.06 -0.07 -0.16
0.02 -0.05 0.44


[2]
The following is a quantum chemistry calculation of a structure of composition C20H40NPdS3Si3, from OMol25.

Output
Charge: -1
E in a.u.: -3031.88520

Element x y z (Å)
Pd (0.214, 0.183, -0.094)
C (-2.930, 1.807, -1.106)
Si (-1.550, 2.391, 0.064)
C (-2.305, 3.995, 0.798)
C (-0.198, 3.186, -1.036)
C (-1.163, 1.221, 1.409)
Si (-2.142, -0.292, 1.653)
C (-1.428, -1.407, 3.016)
C (-3.909, 0.100, 2.272)
C (-2.534, -1.517, 0.260)
Si (0.294, 1.486, 2.438)
C (-0.113, 1.957, 4.245)
C (1.434, 2.891, 1.875)
C (1.508, -0.002, 2.628)
C (2.105, -0.383, 3.830)
C (2.967, -1.467, 3.871)
C (3.230, -2.153, 2.698)
C (2.618, -1.711, 1.534)
N (1.787, -0.675, 1.492)
H (-3.276, 2.659, -1.699)
H (-3.790, 1.419, -0.556)
H (-2.586, 1.033, -1.795)
H (-2.460, 4.768, 0.039)
H (-1.638, 4.405, 1.564)
H (-3.265, 3.795, 1.284)
H (-0.602, 3.258, -2.052)
H (0.733, 2.620, -1.087)
H (0.036, 4.201, -0.700)
H (-1.141, -0.853, 3.912)
H (-0.553, -1.965, 2.672)
H (-2.194, -2.132, 3.308)
H (-3.879, 0.626, 3.231)
H (-4.507, -0.808, 2.398)
H (-4.432, 0.753, 1.568)
H (-1.633, -1.987, -0.135)
H (-3.079, -1.041, -0.558)
H (-3.177, -2.295, 0.688)
H (-0.920, 2.695, 4.214)
H (0.730, 2.401, 4.783)
H (-0.480, 1.108, 4.827)
H (0.868, 3.799, 1.657)
H (1.986, 2.618, 0.973)
H (2.154, 3.121, 2.666)
H (1.872, 0.166, 4.733)
H (3.422, -1.776, 4.805)
H (3.887, -3.012, 2.674)
H (2.800, -2.222, 0.593)
C (1.587, -3.230, -5.016)
C (2.903, -2.797, -4.358)
S (2.860, -2.647, -2.551)
C (2.819, -0.862, -2.229)
C (1.818, -0.021, -3.001)
S (0.119, -0.062, -2.334)
C (-0.464, -1.716, -2.811)
C (-0.837, -1.914, -4.272)
S (0.469, -1.894, -5.528)
H (1.041, -3.914, -4.365)
H (1.820, -3.779, -5.931)
H (3.258, -1.860, -4.788)
H (3.661, -3.552, -4.580)
H (3.826, -0.456, -2.332)
H (2.492, -0.811, -1.183)
H (1.826, -0.213, -4.071)
H (2.086, 1.029, -2.852)
H (-1.380, -1.827, -2.228)
H (0.230, -2.475, -2.458)
H (-1.501, -1.107, -4.590)
H (-1.391, -2.851, -4.375)

Force components x, y, z for each atom (eV/Å):
-0.09 -0.31 -0.18
0.08 -0.03 -0.01
-0.25 0.39 0.04
-0.08 -0.12 0.09
-0.02 0.02 -0.02
0.51 -0.35 -0.24
-0.38 0.04 0.41
-0.01 -0.04 -0.06
0.11 0.10 0.05
-0.05 0.03 0.02
-0.14 0.31 0.31
-0.02 -0.04 -0.04
0.02 -0.05 -0.01
0.02 0.01 0.06
0.00 -0.01 0.04
-0.01 0.02 0.03
-0.02 -0.01 -0.04
0.02 -0.05 -0.03
-0.04 0.13 0.09
0.00 0.01 0.00
0.00 0.00 0.02
0.01 -0.01 0.00
-0.01 0.00 -0.02
0.02 0.02 -0.01
-0.01 -0.01 0.01
0.03 0.01 -0.01
-0.01 -0.03 0.01
0.00 0.00 0.01
-0.01 0.01 0.02
0.01 0.01 -0.01
0.01 -0.02 0.00
0.03 0.00 0.01
0.00 -0.02 0.00
-0.01 -0.01 -0.02
0.04 -0.01 0.02
0.04 0.00 -0.03
-0.01 -0.03 -0.05
0.02 0.03 0.01
0.03 -0.02 0.00
-0.02 0.00 0.00
-0.01 0.01 0.01
-0.02 -0.01 -0.01
0.01 0.00 0.00
0.00 0.00 0.00
0.00 0.00 0.00
0.00 0.00 0.00
0.00 0.00 0.01
-0.02 -0.02 0.00
0.01 0.03 -0.01
0.01 -0.04 -0.05
-0.19 0.03 0.00
0.03 -0.01 0.04
0.16 -0.09 -0.54
-0.03 0.03 -0.05
-0.08 0.01 0.03
0.03 -0.01 -0.04
0.00 0.00 0.01
0.00 0.02 -0.01
0.00 0.00 0.01
0.00 -0.01 0.04
0.02 -0.03 0.02
0.26 0.10 0.11
-0.02 -0.01 0.01
0.01 -0.01 -0.01
0.00 0.01 0.02
0.01 0.01 -0.02
0.00 -0.01 0.00
0.02 -0.01 -0.01


[3]
The following is a quantum chemistry calculation of a cluster of 8 separate species, C20H40O26S6 in total at a distorted geometry, from OMol25.

Output
E in a.u.: -5131.12001
ΔE to the lowest compared entry with this formula, charge and spin in kJ/mol: 327.10

Element x y z (Å)
O (-1.456, -5.809, 0.690)
S (-0.716, -4.635, 1.119)
O (-1.384, -3.539, 1.795)
O (0.711, -5.061, 1.971)
C (1.858, -4.932, 1.096)
C (1.436, -4.719, -0.317)
O (0.110, -4.094, -0.202)
H (2.440, -4.130, 1.551)
H (2.357, -5.882, 1.284)
H (1.227, -5.704, -0.733)
H (2.078, -4.086, -0.930)
O (-0.957, 3.907, 1.130)
S (-0.754, 5.061, 0.275)
O (0.570, 5.259, -0.319)
O (-1.953, 5.231, -0.791)
C (-3.154, 5.656, -0.158)
C (-2.675, 6.503, 1.066)
O (-1.305, 6.417, 1.011)
H (-3.654, 6.297, -0.884)
H (-3.704, 4.781, 0.187)
H (-3.126, 6.356, 2.047)
H (-2.914, 7.543, 0.842)
O (1.263, -1.201, 0.075)
S (0.529, -0.644, -1.052)
O (1.107, -0.727, -2.403)
O (-1.035, -1.068, -0.953)
C (-1.738, -0.355, -0.010)
C (-0.945, 0.945, 0.217)
O (0.121, 0.883, -0.690)
H (-2.707, -0.142, -0.461)
H (-1.816, -0.871, 0.947)
H (-0.535, 0.904, 1.226)
H (-1.491, 1.863, 0.001)
O (4.763, 3.975, -3.485)
S (3.641, 3.753, -4.419)
O (3.516, 4.594, -5.620)
O (3.538, 2.156, -4.764)
C (2.593, 1.479, -3.981)
C (2.337, 2.364, -2.798)
O (2.259, 3.653, -3.491)
H (1.676, 1.513, -4.570)
H (2.953, 0.453, -3.895)
H (3.123, 2.280, -2.047)
H (1.408, 2.125, -2.280)
O (-4.019, 1.058, 1.432)
S (-4.310, 1.961, 2.544)
O (-3.203, 2.675, 3.100)
O (-5.601, 3.036, 2.239)
C (-6.885, 2.400, 2.574)
C (-6.560, 1.476, 3.756)
O (-5.143, 1.213, 3.828)
H (-7.726, 3.049, 2.821)
H (-7.308, 1.942, 1.680)
H (-7.003, 0.508, 3.522)
H (-6.866, 1.818, 4.745)
O (-1.565, -3.100, -7.244)
S (-1.942, -3.785, -6.002)
O (-2.745, -4.988, -5.964)
O (-0.651, -3.975, -4.972)
C (-0.691, -3.167, -3.821)
C (-1.711, -2.125, -4.189)
O (-2.633, -2.671, -5.032)
H (-1.065, -3.704, -2.949)
H (0.307, -2.763, -3.651)
H (-1.343, -1.190, -4.611)
H (-2.298, -1.949, -3.287)
C (0.229, -1.506, 3.820)
C (-0.792, -2.045, 4.746)
C (-1.109, -0.897, 5.758)
O (0.126, -0.186, 5.783)
C (1.011, -0.493, 4.664)
H (-0.152, -0.944, 2.968)
H (0.852, -2.307, 3.423)
H (-0.419, -2.989, 5.145)
H (-1.668, -2.367, 4.183)
H (-1.321, -1.249, 6.768)
H (-1.842, -0.238, 5.291)
H (1.923, -0.942, 5.058)
H (1.087, 0.394, 4.034)
C (6.129, 0.057, -0.360)
C (4.908, -0.713, -0.030)
C (4.645, -1.541, -1.256)
O (5.930, -1.606, -1.962)
C (6.908, -0.919, -1.184)
H (6.646, 0.386, 0.541)
H (5.883, 0.898, -1.009)
H (4.138, 0.022, 0.205)
H (4.903, -1.283, 0.899)
H (3.915, -1.020, -1.875)
H (4.362, -2.583, -1.100)
H (7.638, -0.453, -1.846)
H (7.434, -1.544, -0.463)

Force components x, y, z for each atom (eV/Å):
1.17 1.65 1.11
1.24 -0.31 -0.48
1.15 -1.66 -1.11
-2.83 0.69 -1.63
0.75 -0.22 2.25
-1.96 -0.60 0.13
-0.30 0.26 0.97
0.13 0.16 -0.41
0.42 0.14 -0.55
0.37 0.12 -0.58
-0.18 -0.08 0.18
-0.06 1.41 -1.13
0.70 0.61 0.24
-3.33 -0.03 1.08
1.09 -1.22 -0.67
0.03 0.01 0.98
-1.50 1.12 -1.14
3.29 -0.73 0.98
-0.23 -0.46 0.12
-0.29 0.11 -0.37
0.24 -0.96 -0.05
0.11 0.16 -0.02
-0.91 0.52 -1.83
0.16 0.71 0.97
-1.84 0.15 2.83
2.19 -2.27 -2.28
-1.13 1.42 1.00
-0.36 -0.23 0.80
2.15 -0.31 -1.70
-0.05 -0.19 0.32
-0.20 -0.34 -0.27
-0.13 0.55 0.05
0.09 -0.25 0.28
-2.31 -0.45 -2.29
0.76 0.21 1.16
-0.24 -2.25 2.94
1.97 1.90 -1.22
-1.11 -0.45 -0.63
0.06 -0.28 0.07
1.11 0.50 -0.07
-0.23 -0.53 -0.01
-0.11 0.20 0.57
0.30 0.67 -0.13
-0.14 0.50 -0.42
-1.33 1.44 1.82
-1.28 -0.36 0.86
-1.12 -0.21 -0.43
0.66 -1.17 0.21
0.74 -0.07 -0.16
0.01 -1.34 -0.53
1.13 1.20 -2.32
0.87 1.03 0.39
0.67 -0.76 -0.02
-0.31 0.00 0.42
0.01 0.24 -0.26
-0.45 -1.94 2.50
0.08 0.84 0.17
1.29 1.74 -0.47
-0.34 -1.17 -2.12
-0.15 0.36 -0.23
-0.04 2.04 2.31
-1.13 -2.13 -2.27
0.26 -0.42 -0.09
-0.16 -0.02 0.04
0.39 -0.04 0.10
0.26 0.73 0.10
1.12 0.64 -0.62
-1.76 -0.75 0.32
1.75 -1.00 -1.79
1.00 0.50 0.23
-1.74 -0.54 0.39
-0.45 -0.28 -0.10
0.08 0.10 -0.08
0.08 0.24 0.76
-0.26 0.15 0.07
-0.33 0.23 -0.15
-0.53 -0.07 0.48
0.21 0.58 -0.06
0.85 0.21 0.51
0.92 0.66 -0.09
-1.78 0.27 1.34
0.92 -0.08 -0.82
-0.42 0.10 0.36
0.29 0.05 0.08
0.13 0.21 -0.19
-0.11 0.29 0.25
-0.53 -0.14 -0.40
0.76 -0.33 -0.06
-0.01 -0.30 -0.36
-0.34 0.13 0.25
-0.07 -0.12 -0.10
0.16 -0.72 -0.27